Molecular formula: C42H84O42
Method: DFT, ωB97M-V/def2-TZVPD

Results
* frontier orbital gap: 10.7 eV
* highest occupied orbital energy: -10.15 eV
* total charge: 0
* 2S+1: 1
* LUMO: 0.530 eV

Each line ends with the Löwdin charge.
Atoms and positions in Å:
C: 14.455 16.742 14.733  -0.0719
O: 14.971 16.857 13.458  -0.0011
C: 15.136 15.716 12.760  -0.5939
O: 15.987 15.614 11.917  0.1483
O: 14.283 14.766 13.065  0.0063
C: 14.518 13.454 12.578  -0.0115
H: 14.888 15.855 15.284  0.1204
H: 13.361 16.667 14.689  0.1012
H: 14.608 17.656 15.292  0.0914
H: 14.751 13.435 11.523  0.0947
H: 13.656 12.848 12.853  0.0875
H: 15.450 13.074 13.064  0.1103
C: 14.466 13.124 24.565  -0.0188
O: 14.887 14.523 24.631  -0.0012
C: 15.130 15.112 23.444  -0.6034
O: 14.846 14.698 22.337  0.0834
O: 15.788 16.234 23.686  0.0068
C: 16.149 16.914 22.448  -0.0016
H: 13.541 13.090 25.204  0.1008
H: 15.243 12.631 25.113  0.0836
H: 14.201 12.717 23.599  0.0804
H: 15.380 16.603 21.754  0.0628
H: 17.176 16.679 22.255  0.0709
H: 16.204 17.987 22.809  0.1139
C: 15.231 9.098 13.140  -0.0211
O: 14.291 10.149 12.791  -0.0111
C: 13.814 9.882 11.569  -0.6156
O: 14.009 8.947 10.849  0.1264
O: 13.135 11.000 11.272  -0.0302
C: 12.565 11.030 9.978  -0.0404
H: 16.240 9.617 13.215  0.0934
H: 15.269 8.394 12.299  0.0835
H: 15.028 8.539 14.055  0.0925
H: 11.804 11.771 10.030  0.0853
H: 12.078 10.090 9.695  0.0992
H: 13.347 11.208 9.230  0.1040
C: 18.707 9.723 21.654  0.0089
O: 19.174 9.923 20.261  0.0138
C: 19.951 10.967 20.171  -0.6205
O: 20.226 11.767 21.085  0.0599
O: 20.373 11.010 18.899  0.0002
C: 21.316 12.076 18.621  -0.0063
H: 18.166 8.782 21.668  0.0888
H: 17.997 10.520 21.901  0.0939
H: 19.613 9.773 22.291  0.1057
H: 21.963 12.264 19.453  0.0916
H: 20.766 12.925 18.239  0.0705
H: 21.836 11.560 17.817  0.0887
C: 18.693 13.825 12.785  -0.0137
O: 18.106 14.826 13.656  -0.0217
C: 18.315 16.085 13.311  -0.6760
O: 18.963 16.369 12.305  0.1016
O: 17.859 16.909 14.187  0.0123
C: 17.780 18.322 13.801  0.0374
H: 18.408 12.891 13.221  0.0533
H: 19.750 14.001 12.644  0.0864
H: 18.063 13.803 11.886  0.1122
H: 17.364 18.447 12.833  0.0964
H: 18.712 18.770 13.898  0.0593
H: 17.062 18.761 14.502  0.1028
C: 14.374 11.185 18.632  -0.0189
O: 13.377 10.411 17.945  0.0116
C: 12.964 10.910 16.769  -0.5629
O: 13.406 11.890 16.131  0.0594
O: 11.933 10.151 16.354  -0.0091
C: 11.447 10.540 15.071  -0.0425
H: 15.187 10.523 18.857  0.0906
H: 13.870 11.457 19.562  0.0991
H: 14.750 12.033 18.042  0.0709
H: 12.030 10.094 14.203  0.1069
H: 11.715 11.575 14.857  0.0840
H: 10.408 10.387 14.976  0.0794
C: 17.911 19.270 20.547  -0.0104
O: 19.206 19.043 20.066  0.0224
C: 19.712 17.874 20.245  -0.5854
O: 19.383 17.003 21.045  0.0933
O: 20.779 17.840 19.375  -0.0173
C: 21.376 16.525 19.395  -0.0293
H: 17.868 18.820 21.497  0.0581
H: 17.159 18.879 19.845  0.1036
H: 17.845 20.359 20.623  0.1168
H: 20.914 15.926 20.232  0.1057
H: 22.478 16.631 19.447  0.1013
H: 21.175 16.000 18.456  0.0622
C: 13.612 14.497 18.524  -0.0388
O: 12.940 15.733 18.589  0.0513
C: 13.694 16.686 19.028  -0.6488
O: 14.769 16.596 19.535  0.1128
O: 13.058 17.852 18.810  -0.0017
C: 13.800 19.072 19.224  0.0222
H: 14.339 14.471 17.654  0.1155
H: 12.838 13.775 18.246  0.0905
H: 14.192 14.211 19.377  0.0834
H: 14.701 19.077 18.618  0.0791
H: 14.049 18.935 20.263  0.0865
H: 13.236 19.945 18.981  0.0847
C: 17.408 16.681 17.479  -0.0867
O: 17.043 17.999 17.398  -0.0305
C: 17.987 19.019 17.318  -0.6242
O: 17.647 20.147 17.462  0.1519
O: 19.190 18.556 17.098  -0.0381
C: 20.161 19.455 16.593  -0.0034
H: 17.454 16.212 16.457  0.1054
H: 16.606 16.207 17.979  0.0578
H: 18.346 16.551 18.056  0.1002
H: 21.055 18.880 16.388  0.0920
H: 20.335 20.157 17.401  0.1031
H: 19.738 19.894 15.652  0.1117
C: 22.043 17.751 12.882  -0.0277
O: 22.170 16.346 12.784  0.0302
C: 21.743 15.533 13.705  -0.5890
O: 21.933 14.347 13.674  0.1125
O: 21.094 16.145 14.756  -0.0282
C: 20.700 15.264 15.786  -0.0501
H: 21.011 18.012 12.601  0.0952
H: 22.654 18.134 12.059  0.0980
H: 22.473 18.113 13.803  0.0929
H: 20.280 15.870 16.578  0.0659
H: 21.548 14.708 16.142  0.0964
H: 19.840 14.652 15.437  0.0935
C: 21.373 11.796 14.885  -0.0457
O: 21.288 10.394 14.998  0.0103
C: 22.070 9.646 14.271  -0.6640
O: 22.782 10.031 13.383  0.1165
O: 21.862 8.383 14.509  0.0052
C: 22.551 7.359 13.767  -0.0211
H: 20.874 12.072 15.818  0.0758
H: 20.802 12.113 13.949  0.0984
H: 22.410 12.156 14.847  0.1052
H: 22.214 6.400 14.192  0.0984
H: 23.637 7.442 13.850  0.0929
H: 22.285 7.497 12.693  0.1051
C: 21.139 11.606 11.014  -0.0015
O: 19.893 11.530 11.747  -0.0410
C: 18.785 10.987 11.254  -0.6005
O: 17.772 10.955 11.913  0.0984
O: 18.860 10.637 9.963  -0.0253
C: 17.634 10.212 9.301  -0.0155
H: 21.919 11.750 11.783  0.0875
H: 21.043 12.571 10.406  0.1284
H: 21.351 10.798 10.375  0.0751
H: 16.822 10.953 9.540  0.0984
H: 17.208 9.236 9.723  0.1170
H: 17.920 10.214 8.231  0.1004
C: 11.066 12.817 23.050  -0.0201
O: 11.395 12.141 21.807  -0.0102
C: 10.593 12.466 20.801  -0.6260
O: 9.690 13.263 20.860  0.1142
O: 10.958 11.686 19.786  -0.0140
C: 10.177 11.708 18.583  -0.0245
H: 9.964 12.994 23.085  0.1077
H: 11.661 13.746 23.053  0.0967
H: 11.487 12.185 23.848  0.0883
H: 10.837 11.964 17.741  0.0753
H: 9.356 12.510 18.570  0.1198
H: 9.712 10.679 18.513  0.1205
C: 17.506 11.953 15.676  0.0114
O: 17.151 12.053 17.045  0.0217
C: 17.745 12.905 17.810  -0.5730
O: 18.627 13.695 17.494  0.0879
O: 17.215 12.756 19.073  -0.0329
C: 17.661 13.735 20.090  0.0228
H: 17.893 12.888 15.318  0.0691
H: 16.587 11.650 15.239  0.0865
H: 18.286 11.203 15.516  0.1098
H: 16.910 13.596 20.834  0.0726
H: 17.569 14.728 19.638  0.0796
H: 18.674 13.524 20.490  0.0928